C26H64F8N6O16S4 | ωB97M-V/def2-TZVPD

Total charge: +2
Lowest unoccupied orbital energy in eV: -3.934
F_max in eV/A: 4.01
Electronic energy in Ha: -4952.3943
Gap between HOMO and LUMO in eV: 9.456

Geometry as XYZ:
```
124
Properties=species:S:1:pos:R:3:forces:R:3
C 12.85499 9.07122 22.71925 -0.272 0.827 -0.057
O 13.01266 10.23579 21.89430 -0.406 -0.599 -0.684
C 13.51788 9.93727 20.58252 0.817 0.931 0.850
C 12.59350 9.41968 19.50324 -0.115 0.753 -0.034
N 11.69537 10.51903 18.99876 -0.023 -0.609 0.306
H 12.30507 11.25992 18.63070 -0.041 0.276 -0.112
H 11.20352 10.18314 18.15416 -0.285 0.338 0.529
C 10.83932 11.12374 20.06940 -1.532 0.977 -0.006
C 10.09686 12.38772 19.44830 1.552 -1.013 0.217
O 9.53070 11.97217 18.24158 -0.296 -0.152 -0.897
C 8.94984 13.02813 17.45496 0.483 -0.398 -0.346
H 12.81444 9.36959 23.75774 -0.330 0.389 0.084
H 13.72091 8.47490 22.64702 1.171 -0.937 -0.271
H 11.98916 8.47193 22.46724 -0.353 -0.022 -0.129
H 14.33090 9.24115 20.72507 0.334 -0.469 -0.248
H 13.98099 10.87366 20.24166 -0.089 -0.065 0.021
H 11.99230 8.62986 19.92088 -0.363 -0.480 -0.337
H 13.16579 9.13908 18.60446 -0.084 -0.381 0.546
H 11.52883 11.31705 20.92390 -0.825 0.263 -0.694
H 10.04763 10.43032 20.41446 0.704 -0.082 -0.389
H 10.86519 13.13064 19.30521 0.442 0.558 -0.423
H 9.36745 12.85626 20.08040 -0.510 -0.204 0.804
H 8.26909 13.60482 18.06439 -0.559 0.025 0.052
H 8.47823 12.60864 16.53729 0.132 0.021 1.029
H 9.70820 13.72362 17.09471 0.361 0.010 0.114
C 19.84164 12.82912 14.20063 0.587 1.419 1.422
O 19.12626 11.64233 14.41116 -1.716 -0.431 -1.101
C 17.71213 11.92350 14.20906 1.566 1.881 0.818
C 16.91151 10.68359 14.37853 1.914 -0.139 0.011
N 17.45864 9.80985 15.51691 -0.882 0.567 0.003
H 16.76645 9.08348 15.46412 -0.427 -0.841 0.728
H 18.34023 9.37250 15.31221 0.932 0.171 -0.557
C 17.60433 10.32188 16.97171 -0.735 -0.162 -0.745
C 18.62627 9.45403 17.67829 -0.573 -1.403 -0.303
O 19.81243 9.52439 16.95233 1.384 -0.156 0.087
C 20.92253 8.83785 17.59955 -1.819 0.152 2.407
H 20.91404 12.62255 14.24519 -0.253 -0.064 0.359
H 19.52938 13.60613 14.96151 0.612 -0.777 -0.430
H 19.68567 13.32705 13.25955 -0.453 -0.230 -0.894
H 17.53561 12.42351 13.22801 0.075 -0.677 0.337
H 17.48880 12.71556 14.94750 -0.394 -0.367 -0.011
H 17.01722 10.14658 13.43767 -0.120 -0.694 0.312
H 15.89842 10.87134 14.60833 -0.934 0.206 0.117
H 16.60808 10.23369 17.43832 0.475 0.214 -0.238
H 17.93070 11.36532 16.93074 -0.109 -0.219 -0.037
H 18.35488 8.36115 17.69730 -0.404 0.755 0.067
H 18.63751 9.75743 18.72757 0.533 0.316 0.059
H 20.61679 7.82704 17.96781 -0.087 0.541 -0.473
H 21.15035 9.40771 18.55324 0.238 -0.481 -1.245
H 21.75490 8.68656 16.95842 0.519 0.478 -0.715
C 7.88406 11.43162 8.74216 0.766 0.473 -0.529
O 9.33466 11.58498 8.62317 -1.206 -0.084 -0.007
C 9.91595 12.46535 9.56302 -0.435 -0.214 -0.387
C 11.38997 12.27149 9.38203 -0.380 -0.563 0.199
N 11.61587 10.79059 9.50393 1.252 0.481 0.014
H 10.78869 10.22525 9.27314 -0.194 0.360 -0.342
H 12.33285 10.58598 8.81396 -0.012 -0.516 -0.117
C 12.09879 10.29249 10.81351 1.089 -0.759 0.043
C 12.32538 8.79879 10.66746 -0.696 0.433 0.609
O 11.10707 8.24032 10.19115 0.489 0.485 0.939
C 11.23120 6.86829 9.85632 -0.001 -0.310 0.800
H 7.60661 10.49613 8.29147 0.193 -0.558 0.001
H 7.34468 12.18332 8.16173 0.272 0.320 0.245
H 7.59101 11.45582 9.78156 -0.120 0.006 0.313
H 9.60398 12.15794 10.57300 0.073 0.328 -0.005
H 9.67983 13.51010 9.37834 -0.315 0.170 0.083
H 11.95101 12.76306 10.15124 0.352 0.217 0.462
H 11.77154 12.60134 8.41842 -0.293 -0.066 -0.107
H 11.36334 10.46373 11.58857 -0.176 0.313 0.012
H 13.08960 10.69512 11.10651 -0.795 0.372 -0.299
H 12.60278 8.54209 11.71213 -0.067 -0.750 -0.724
H 13.13246 8.60110 9.95365 0.164 -0.141 0.153
H 10.23725 6.50097 9.67045 -0.368 -0.174 0.041
H 11.71083 6.25077 10.66080 -0.326 0.655 -0.639
H 11.77254 6.83179 8.93975 0.723 -0.520 -0.720
C 17.54112 19.13052 14.63696 -0.362 -0.396 0.073
O 16.09749 18.91747 14.75334 2.759 0.932 0.283
C 15.76575 17.57660 14.64922 -1.191 0.823 -0.654
C 14.36197 17.65157 15.10372 -1.160 -3.088 -0.163
N 14.35427 17.95013 16.52613 -0.611 -0.819 1.818
H 14.63874 17.08213 17.08179 -0.897 0.439 -0.863
H 15.14536 18.53924 16.75753 0.069 0.981 -0.199
C 13.01582 18.55460 16.98125 1.410 0.733 -0.437
C 12.88064 19.95213 16.29043 -0.007 -0.258 1.074
O 11.83741 19.85323 15.36820 0.045 0.128 -0.712
C 11.45576 21.08942 14.73837 -0.678 -0.752 -0.044
H 17.99647 18.46329 13.86324 -0.501 0.526 0.468
H 18.03908 18.93732 15.60366 -0.210 0.075 -0.362
H 17.63881 20.16939 14.35425 0.278 0.122 -0.047
H 16.26361 16.88233 15.32636 0.667 0.100 -0.334
H 15.78902 17.32731 13.59210 0.273 -0.764 -0.108
H 13.95933 16.63274 15.03347 -0.258 0.100 0.009
H 13.66843 18.27354 14.57436 0.125 0.758 -0.330
H 13.14445 18.62280 18.05281 -0.540 0.044 0.253
H 12.20460 17.89318 16.66131 0.280 0.082 0.238
H 13.87145 20.16636 15.86534 -0.218 0.226 -0.451
H 12.68292 20.77467 17.00610 0.010 -0.537 0.014
H 12.23522 21.81995 14.75679 0.810 0.292 -0.330
H 10.62716 21.53685 15.26506 -0.408 0.033 0.410
H 11.09204 20.86727 13.72329 0.479 0.060 0.340
N 17.19675 16.34398 17.41608 -1.837 0.010 -0.738
S 18.72612 16.37440 17.48651 3.469 1.016 1.743
O 19.18787 17.68168 17.77329 -0.492 0.723 0.173
O 19.43565 15.72086 16.45035 -0.347 -1.351 -0.352
F 18.98282 15.58373 18.88931 -0.094 0.119 -1.328
S 16.39705 15.05041 17.66716 -2.030 0.662 1.252
O 17.06295 13.81207 17.53731 0.196 -0.707 -0.492
O 15.04611 15.23384 17.15807 0.705 -0.189 -0.508
F 16.10390 15.19528 19.21368 0.219 -0.325 0.184
C 12.47957 13.17463 15.09447 -0.577 0.692 -0.690
F 13.15500 13.33453 13.96171 -0.090 -0.647 -0.443
F 12.35925 14.41317 15.58414 -0.480 -0.588 0.314
F 11.27892 12.60588 14.86845 0.028 1.161 -0.477
S 13.27214 12.03064 16.22967 -1.142 -1.687 0.241
O 14.62855 11.94365 15.85858 1.745 0.565 0.119
O 12.82784 12.58609 17.48388 0.361 -0.643 0.117
N 12.55418 10.62155 15.94743 -1.193 1.934 1.297
S 13.10928 9.49010 15.05844 1.494 -0.096 0.286
O 13.25062 9.81080 13.66266 -0.247 -0.191 -0.284
O 14.27735 8.95403 15.72631 -0.244 -1.024 -0.558
C 11.61222 8.33321 15.15417 -0.784 0.139 0.179
F 10.55846 9.05125 14.72327 0.555 -0.483 -0.226
F 11.70220 7.20184 14.40570 0.256 1.478 1.143
F 11.35086 8.05033 16.45105 0.537 -0.386 -0.840
```
Forces are in eV/Å.



C26H65O12P4 | ωB97M-V/def2-TZVPD

Total charge: +1
Lowest unoccupied orbital energy in eV: -3.550
F_max in eV/A: 6.00
Electronic energy in Ha: -3297.8385
Gap between HOMO and LUMO in eV: 8.117

Geometry as XYZ:
```
107
Properties=species:S:1:pos:R:3:forces:R:3
C 3.11568 -5.94056 0.48792 -0.211 -0.705 0.003
C 2.74601 -5.75810 -0.98307 0.447 0.317 -0.002
C 2.72256 -4.29540 -1.51291 0.607 -0.671 0.322
C 2.65308 -3.20161 -0.45056 -0.912 0.175 -0.347
C 1.28803 -3.07269 0.26827 0.026 0.225 -0.255
C 0.07581 -3.01086 -0.67221 -0.245 0.330 0.360
C -1.24175 -3.40860 0.00184 0.069 -0.003 -0.749
C -1.28500 -4.86373 0.50181 -0.664 0.391 0.419
P -1.71198 -6.06682 -0.77186 0.662 -0.077 0.676
H 2.44385 -5.44747 1.18898 0.063 0.177 -0.029
H 4.14344 -5.65837 0.71062 -0.037 0.233 -0.060
H 3.05053 -7.00867 0.71230 0.069 0.017 0.084
H 3.51707 -6.28198 -1.55113 -0.164 -0.136 -0.104
H 1.82091 -6.29834 -1.21565 -0.133 0.143 0.133
H 1.93735 -4.21934 -2.26393 0.021 0.272 -0.011
H 3.66190 -4.14903 -2.04922 -0.058 0.098 -0.080
H 3.47285 -3.29470 0.26154 -0.094 -0.130 0.110
H 2.82375 -2.24914 -0.96240 0.013 0.020 0.021
H 1.30239 -2.12292 0.80765 -0.056 -0.090 0.169
H 1.09385 -3.83543 1.02398 0.434 -0.152 -0.010
H 0.17604 -3.60439 -1.58390 0.241 -0.006 0.018
H -0.04061 -1.96702 -0.97288 -0.023 -0.105 -0.357
H -2.03737 -3.30496 -0.74513 -0.066 0.162 0.086
H -1.51550 -2.71325 0.79464 0.179 -0.217 0.256
H -0.37423 -5.21435 0.98986 0.098 -0.013 -0.142
H -2.07327 -4.93228 1.25704 -0.042 -0.217 -0.054
H -0.53883 -6.50474 -1.39192 -0.196 0.050 -0.314
H -2.22918 -7.20701 -0.15337 -0.130 0.002 -0.194
H -2.62882 -5.59807 -1.71365 0.049 -0.029 -0.022
O -1.78149 1.41402 -5.98501 2.089 -0.031 1.880
P -2.67159 0.87868 -4.94056 -5.469 -0.492 -2.411
O -3.12721 -0.61396 -5.41604 0.615 0.259 0.488
C -2.14946 -1.55883 -5.83116 0.042 -0.271 -0.132
C -1.50475 -2.23996 -4.63739 0.150 0.033 0.102
O -4.05984 1.66848 -5.14256 0.221 -0.017 0.427
C -4.15978 2.79115 -6.02729 -0.083 0.150 -0.357
C -4.60094 2.36235 -7.41133 -0.153 -0.176 -0.008
O -3.00322 0.71042 -3.35137 2.574 0.630 -0.277
C -1.94199 0.51881 -2.40585 0.128 -0.139 0.592
C -0.66490 1.25953 -2.74536 -0.006 -0.032 -0.251
H -1.39441 -1.08769 -6.46440 -0.036 0.093 0.040
H -2.67062 -2.29810 -6.43943 -0.096 0.075 0.007
H -0.88080 -1.53355 -4.08240 0.037 -0.049 -0.013
H -0.86795 -3.06728 -4.95740 0.009 0.031 -0.046
H -2.26751 -2.62466 -3.95595 -0.052 0.009 -0.053
H -3.21947 3.33872 -6.06357 0.101 -0.149 -0.010
H -4.90217 3.46333 -5.59586 -0.017 -0.118 0.137
H -4.00743 1.52512 -7.77752 0.167 0.097 0.018
H -4.51286 3.18925 -8.11633 -0.008 0.013 0.016
H -5.64052 2.03231 -7.39319 -0.009 0.034 -0.003
H -1.75309 -0.55483 -2.29099 -0.018 0.014 -0.097
H -2.31217 0.87550 -1.44266 -0.175 0.009 -0.092
H -0.25115 0.92992 -3.70472 0.020 0.022 0.079
H 0.09083 1.08658 -1.97869 -0.033 0.009 0.044
H -0.84808 2.33223 -2.81705 0.015 -0.005 0.027
O 6.04355 0.13911 4.50781 -1.645 -2.270 -0.502
P 5.43837 0.78071 3.32595 2.351 5.386 -0.457
O 6.61573 0.98281 2.22592 -0.596 -0.608 0.118
C 7.46518 -0.10643 1.87384 0.303 -0.170 -0.138
C 6.81708 -1.02385 0.85262 -0.155 -0.017 0.071
O 5.19539 2.30790 3.77859 -0.326 -0.250 -0.180
C 5.36330 2.72089 5.13815 0.225 0.145 0.263
C 6.76693 3.23319 5.38747 0.098 0.118 -0.160
O 4.16560 0.89076 2.31114 -0.176 -2.254 1.247
C 3.43312 -0.25910 1.88317 -0.280 -0.282 -0.357
C 3.30719 -1.34505 2.93667 0.229 0.111 0.070
H 7.76199 -0.66589 2.76385 -0.067 0.070 0.056
H 8.36617 0.33424 1.44822 -0.048 0.109 0.032
H 5.97891 -1.57075 1.29695 0.033 -0.023 -0.003
H 7.53497 -1.75814 0.48525 0.016 0.008 0.025
H 6.43690 -0.45118 0.00569 0.050 0.023 -0.005
H 5.11057 1.91176 5.82174 0.090 -0.123 -0.091
H 4.64292 3.52103 5.31264 -0.052 -0.018 -0.170
H 7.51729 2.53959 5.00928 -0.067 -0.146 0.104
H 6.93691 3.38668 6.45361 -0.019 0.009 0.000
H 6.92156 4.18208 4.87218 -0.015 0.013 0.024
H 3.88358 -0.65341 0.96621 0.094 0.005 0.064
H 2.43402 0.09016 1.61276 0.078 0.196 0.036
H 4.28581 -1.73290 3.23733 -0.054 -0.006 -0.033
H 2.72492 -2.17723 2.54166 -0.022 -0.013 0.039
H 2.81731 -0.95876 3.83154 -0.027 -0.029 -0.017
O -3.53310 5.37034 1.82935 -1.442 -0.485 -2.346
P -3.69747 3.94685 2.17377 2.827 -0.885 5.003
O -4.58244 3.86977 3.53034 -0.174 -0.065 -0.821
C -5.81244 4.58900 3.62932 -0.327 0.172 0.174
C -6.95817 3.84645 2.96838 0.102 -0.049 -0.150
O -2.24699 3.51138 2.74816 -0.197 -0.250 -0.325
C -1.11768 4.38156 2.64460 0.175 0.252 0.159
C -0.96864 5.24029 3.88375 -0.026 -0.085 0.193
O -3.93571 2.42133 1.65918 -0.708 1.538 -1.887
C -4.83028 2.10432 0.58264 -0.388 -0.337 -0.245
C -4.87896 3.14676 -0.51336 0.092 0.205 0.108
H -5.70583 5.59113 3.20855 0.114 -0.033 -0.029
H -6.01494 4.70079 4.69408 0.125 -0.051 0.020
H -6.83568 3.82760 1.88137 -0.035 0.026 0.007
H -7.90851 4.33440 3.18573 0.015 0.025 0.003
H -7.00527 2.81566 3.32120 -0.006 0.018 0.055
H -1.18240 4.99355 1.74604 -0.162 0.048 0.028
H -0.23917 3.74307 2.53226 -0.100 -0.126 0.015
H -1.90998 5.71882 4.15110 -0.022 0.082 -0.174
H -0.21400 6.01227 3.72931 0.011 -0.014 -0.006
H -0.66854 4.62859 4.73595 0.027 0.003 -0.011
H -5.82927 1.91543 0.98439 0.032 0.086 0.083
H -4.48182 1.15970 0.16035 0.104 -0.008 0.147
H -5.23063 4.11325 -0.13784 -0.008 -0.061 -0.027
H -5.55639 2.82918 -1.30539 0.019 -0.044 -0.009
H -3.88694 3.30259 -0.94197 -0.026 -0.005 -0.035
```
Forces are in eV/Å.



- Which value of lowest unoccupied orbital energy does entry 2 give?
  -3.550 eV